11
Properties=species:S:1:pos:R:3:nbo_charge:R:1 method="wB97M-V/def2-TZVPD" homo_ev=-9.17 smiles=Cc1ncco1 relative_energy_kcal_mol=10.1 lumo_energy_ev=1.042 homo_lumo_gap_ev=10.2
C 1.8551 0.0210 0.2517 -0.67
C 0.3689 -0.0474 0.0415 0.50
N -0.2926 1.0281 -0.2360 -0.48
C -1.6012 0.6155 -0.3519 -0.11
C -1.6867 -0.7078 -0.1330 0.02
O -0.4025 -1.1662 0.1217 -0.41
H 2.3801 -0.9179 0.4281 0.23
H 2.0455 0.6925 1.0976 0.24
H 2.2922 0.5112 -0.6257 0.24
H -2.3963 1.3050 -0.5847 0.21
H -2.5625 -1.3341 -0.0094 0.21